1.
{
  "formula": "C3H9NO2",
  "method": "wB97M-V/def2-TZVPD",
  "max_force_ev_per_a": 1.4,
  "smiles": "CC(=O)O.CN",
  "spin_multiplicity": 1,
  "relative_energy_kcal_mol": 14.0,
  "homo_ev": -9.54,
  "orbital_gap_ev": 10.492,
  "lumo_energy_ev": 1.0,
  "symbols": ["C", "C", "O", "O", "H", "H", "H", "H", "C", "N", "H", "H", "H", "H", "H"],
  "positions_angstrom": [[-2.671, 0.975, -0.273], [-1.172, 0.846, -0.310], [-0.435, 0.962, -1.250], [-0.662, 0.662, 0.923], [-3.129, -0.007, -0.169], [-3.032, 1.688, -1.013], [-2.904, 1.448, 0.686], [0.311, 0.516, 0.818], [1.883, -1.582, 0.148], [1.967, -0.125, 0.161], [2.532, -2.032, 0.899], [1.922, -2.013, -0.848], [0.873, -1.886, 0.490], [2.824, 0.309, 0.478], [1.694, 0.239, -0.740]],
  "forces_ev_per_angstrom": [[0.3, 0.7, 1.1], [0.4, 0.4, 1.1], [-0.2, -0.1, -1.1], [-0.5, -0.2, 0.0], [-0.2, 0.0, -0.7], [-0.1, -0.8, -0.4], [0.1, 0.0, 0.0], [0.2, -0.1, 0.0], [-1.2, -0.1, 0.8], [-0.4, 0.3, 0.1], [0.4, 0.0, -0.5], [0.8, -0.1, -0.1], [0.2, 0.3, 0.0], [0.1, -0.5, -0.2], [0.1, 0.3, 0.0]]
}

2.
{
  "formula": "C3H9NO2",
  "method": "wB97M-V/def2-TZVPD",
  "max_force_ev_per_a": 6.0,
  "smiles": "CN(CO)CO",
  "spin_multiplicity": 1,
  "relative_energy_kcal_mol": 81.6,
  "homo_ev": -9.31,
  "orbital_gap_ev": 10.114,
  "lumo_energy_ev": 0.8,
  "symbols": ["C", "N", "C", "O", "C", "O", "H", "H", "H", "H", "H", "H", "H", "H", "H"],
  "positions_angstrom": [[0.879, 0.041, 1.137], [0.339, -0.085, -0.203], [-0.201, 1.078, -0.719], [1.161, 1.833, -1.182], [-1.179, -0.928, -0.203], [-1.031, -2.098, 0.514], [0.420, 0.830, 1.744], [1.952, 0.215, 1.069], [0.720, -0.903, 1.662], [-0.637, 1.786, 0.002], [-0.749, 0.969, -1.653], [2.011, 1.388, -1.272], [-1.345, -1.113, -1.268], [-2.030, -0.403, 0.243], [-0.309, -2.609, 0.130]],
  "forces_ev_per_angstrom": [[-0.1, -0.4, 0.3], [-5.0, -2.9, 0.4], [5.3, 2.5, -1.5], [-2.6, 1.5, 0.2], [2.7, -0.2, 0.2], [0.0, -0.2, 0.2], [0.0, 0.1, -0.1], [0.0, 0.1, 0.1], [0.1, 0.0, 0.0], [0.1, -0.1, -0.3], [-0.1, -0.1, 0.2], [-0.8, -1.1, 0.3], [0.1, 0.2, 0.1], [0.5, 0.4, 0.0], [-0.1, 0.0, 0.0]]
}

3.
{
  "formula": "C3H9NO2",
  "method": "wB97M-V/def2-TZVPD",
  "max_force_ev_per_a": 5.5,
  "smiles": "CNCC=O.O",
  "spin_multiplicity": 1,
  "relative_energy_kcal_mol": 71.4,
  "homo_ev": -8.82,
  "orbital_gap_ev": 9.540,
  "lumo_energy_ev": 0.7,
  "symbols": ["C", "N", "C", "C", "O", "H", "H", "H", "H", "H", "H", "H", "O", "H", "H"],
  "positions_angstrom": [[-1.180, 0.421, 0.070], [0.188, -0.087, -0.036], [0.475, -0.680, -1.242], [0.282, -2.265, -0.745], [-0.590, -2.967, -1.225], [-1.650, 0.920, -0.870], [-1.864, -0.448, 0.018], [-1.318, 1.082, 0.914], [0.725, 0.629, 0.302], [1.461, -0.533, -1.698], [-0.128, -0.595, -2.077], [0.714, -2.568, 0.179], [1.114, 2.521, 1.833], [0.779, 1.675, 1.892], [0.991, 2.893, 2.684]],
  "forces_ev_per_angstrom": [[-1.9, -0.9, -2.4], [-3.0, 1.3, 1.1], [2.8, -4.7, 0.4], [-2.1, 1.1, -2.9], [1.1, 0.7, 0.3], [1.5, 0.0, 1.1], [0.2, 0.2, 1.1], [-0.1, -0.2, 0.3], [2.4, 1.8, 0.1], [0.3, 0.1, 0.8], [-2.1, 0.6, -1.3], [1.1, 0.0, 1.1], [1.2, 2.2, -1.4], [-1.1, -2.9, 0.4], [-0.1, 0.7, 1.2]]
}

4.
{
  "formula": "C3H9NO2",
  "method": "wB97M-V/def2-TZVPD",
  "max_force_ev_per_a": 0.9,
  "smiles": "CC(N)=O.CO",
  "spin_multiplicity": 1,
  "relative_energy_kcal_mol": 14.9,
  "homo_ev": -9.95,
  "orbital_gap_ev": 10.809,
  "lumo_energy_ev": 0.9,
  "symbols": ["C", "C", "N", "O", "H", "H", "H", "H", "H", "C", "O", "H", "H", "H", "H"],
  "positions_angstrom": [[-0.751, -1.066, -2.158], [-0.037, -0.577, -0.933], [-0.221, -1.313, 0.186], [0.645, 0.424, -0.940], [-0.812, -0.287, -2.908], [-1.730, -1.479, -1.938], [-0.206, -1.909, -2.584], [0.171, -1.029, 1.071], [-0.723, -2.184, 0.142], [0.356, 1.824, 1.716], [1.114, 0.655, 2.021], [-0.290, 1.739, 0.854], [-0.238, 2.031, 2.598], [1.021, 2.671, 1.600], [1.702, 0.501, 1.273]],
  "forces_ev_per_angstrom": [[0.0, -0.6, -0.3], [-0.3, -0.1, 0.2], [-0.3, -0.6, 0.1], [0.5, 0.5, -0.1], [0.0, 0.1, 0.1], [-0.3, 0.2, 0.1], [0.3, 0.0, -0.1], [0.1, 0.2, 0.0], [0.0, 0.1, 0.0], [0.3, 0.1, 0.8], [-0.1, -0.2, -0.3], [0.0, -0.2, -0.3], [-0.2, 0.0, 0.1], [0.1, 0.3, -0.3], [0.0, 0.1, -0.1]]
}

5.
{
  "formula": "C3H9NO2",
  "method": "wB97M-V/def2-TZVPD",
  "max_force_ev_per_a": 0.6,
  "smiles": "NC(CO)CO",
  "spin_multiplicity": 1,
  "relative_energy_kcal_mol": 31.8,
  "homo_ev": -9.10,
  "orbital_gap_ev": 10.034,
  "lumo_energy_ev": 0.9,
  "symbols": ["N", "C", "C", "O", "C", "O", "H", "H", "H", "H", "H", "H", "H", "H", "H"],
  "positions_angstrom": [[-0.599, 0.067, 1.325], [0.139, -0.167, 0.104], [-0.792, -0.653, -0.988], [-1.231, -1.950, -0.636], [0.804, 1.114, -0.342], [1.702, 1.550, 0.676], [-1.000, -0.779, 1.693], [-0.016, 0.522, 2.010], [0.911, -0.946, 0.237], [-0.257, -0.656, -1.944], [-1.646, 0.035, -1.074], [-1.720, -2.350, -1.369], [0.031, 1.867, -0.507], [1.380, 0.922, -1.251], [1.604, 2.495, 0.808]],
  "forces_ev_per_angstrom": [[-0.3, 0.4, -0.1], [0.1, -0.4, 0.0], [-0.1, 0.3, -0.2], [-0.2, -0.5, -0.1], [0.2, 0.0, 0.2], [0.0, 0.0, 0.1], [0.0, -0.1, 0.1], [0.1, -0.2, 0.1], [0.0, 0.2, -0.1], [0.0, -0.1, 0.0], [0.1, 0.0, 0.1], [0.2, 0.2, 0.3], [0.0, 0.0, -0.2], [-0.1, 0.1, -0.1], [0.0, 0.0, 0.0]]
}

6.
{
  "formula": "C3H9NO2",
  "method": "wB97M-V/def2-TZVPD",
  "max_force_ev_per_a": 5.7,
  "smiles": "NCCC(O)O",
  "spin_multiplicity": 1,
  "relative_energy_kcal_mol": 56.3,
  "homo_ev": -9.29,
  "orbital_gap_ev": 10.129,
  "lumo_energy_ev": 0.8,
  "symbols": ["N", "C", "C", "C", "O", "O", "H", "H", "H", "H", "H", "H", "H", "H", "H"],
  "positions_angstrom": [[-2.170, -0.205, -0.295], [-0.787, 0.427, -0.874], [-0.076, 0.560, 0.405], [1.419, -0.167, 0.024], [2.419, 0.368, 0.858], [1.328, -1.560, 0.191], [-2.128, -1.225, -0.277], [-2.983, 0.117, -0.820], [-0.443, -0.225, -1.676], [-1.044, 1.397, -1.302], [-0.432, 0.076, 1.316], [0.133, 1.603, 0.652], [1.759, 0.006, -0.998], [2.038, 0.556, 1.726], [0.965, -1.728, 1.072]],
  "forces_ev_per_angstrom": [[0.9, 1.2, -1.3], [-5.3, -1.3, 1.1], [5.5, -0.7, -1.0], [-1.4, 1.1, 2.2], [0.2, 0.1, 0.1], [-0.3, 0.1, -0.2], [0.0, 0.4, -0.3], [0.3, -0.5, -0.1], [0.6, 0.0, 0.4], [0.0, -0.1, 0.0], [-0.4, -0.2, -0.5], [0.0, 0.0, 0.0], [-0.3, 0.0, 0.1], [0.1, 0.0, -0.2], [0.1, 0.0, -0.2]]
}

7.
{
  "formula": "C3H9NO2",
  "method": "wB97M-V/def2-TZVPD",
  "max_force_ev_per_a": 1.1,
  "smiles": "CCNC=O.O",
  "spin_multiplicity": 1,
  "relative_energy_kcal_mol": 14.6,
  "homo_ev": -9.84,
  "orbital_gap_ev": 10.836,
  "lumo_energy_ev": 1.0,
  "symbols": ["C", "C", "N", "C", "O", "H", "H", "H", "H", "H", "H", "H", "O", "H", "H"],
  "positions_angstrom": [[1.325, -1.464, -1.844], [1.619, -0.453, -0.730], [0.405, 0.005, -0.041], [0.193, -0.198, 1.268], [-0.724, 0.271, 1.923], [2.077, -2.255, -1.833], [1.361, -1.026, -2.835], [0.363, -1.922, -1.653], [2.200, -0.938, 0.056], [2.151, 0.419, -1.072], [-0.286, 0.550, -0.541], [1.007, -0.736, 1.776], [-2.441, 1.664, -0.137], [-2.290, 1.183, 0.696], [-3.146, 2.252, 0.156]],
  "forces_ev_per_angstrom": [[0.5, 0.0, 0.2], [-0.9, -0.3, 0.6], [0.2, -0.3, -0.4], [0.1, 0.9, 0.5], [-0.3, -0.3, -0.3], [0.0, 0.0, 0.0], [-0.3, 0.1, -0.1], [-0.2, -0.1, -0.1], [0.2, 0.1, -0.1], [0.4, 0.2, -0.2], [0.0, 0.1, 0.0], [0.0, -0.3, -0.2], [-0.3, -0.1, 0.7], [0.6, -0.2, -0.2], [0.0, 0.2, -0.5]]
}

8.
{
  "formula": "C3H9NO2",
  "method": "wB97M-V/def2-TZVPD",
  "max_force_ev_per_a": 2.3,
  "smiles": "C=CO.NCO",
  "spin_multiplicity": 1,
  "relative_energy_kcal_mol": 59.8,
  "homo_ev": -9.09,
  "orbital_gap_ev": 9.819,
  "lumo_energy_ev": 0.7,
  "symbols": ["C", "C", "O", "H", "H", "H", "H", "N", "C", "O", "H", "H", "H", "H", "H"],
  "positions_angstrom": [[2.548, 1.623, 1.087], [1.889, 1.348, -0.032], [1.653, 0.081, -0.505], [2.867, 2.645, 1.238], [3.061, 0.852, 1.650], [1.146, 2.031, -0.434], [0.860, 0.060, -1.017], [-2.285, -0.065, 0.499], [-1.730, -1.341, 0.224], [-1.447, -1.502, -1.165], [-3.268, 0.041, 0.635], [-1.804, 0.814, 0.413], [-0.770, -1.528, 0.716], [-2.374, -2.164, 0.555], [-1.906, -0.811, -1.643]],
  "forces_ev_per_angstrom": [[1.2, 0.0, -0.7], [-2.1, -0.7, 0.5], [1.4, 0.0, 1.0], [-0.5, 0.1, 0.4], [0.0, -0.1, -0.1], [0.8, 0.7, -0.5], [-0.8, -0.1, -0.6], [-0.4, 0.0, 0.5], [0.5, 0.2, -0.2], [0.5, -0.3, -0.4], [-0.2, -0.2, 0.0], [0.4, -0.4, 0.0], [0.0, 0.4, 0.1], [-0.3, 0.5, 0.0], [-0.3, 0.0, 0.0]]
}

9.
{
  "formula": "C3H9NO2",
  "method": "wB97M-V/def2-TZVPD",
  "max_force_ev_per_a": 3.2,
  "smiles": "CC(=O)O.CN",
  "spin_multiplicity": 1,
  "relative_energy_kcal_mol": 35.0,
  "homo_ev": -9.80,
  "orbital_gap_ev": 10.454,
  "lumo_energy_ev": 0.7,
  "symbols": ["C", "C", "O", "O", "H", "H", "H", "H", "C", "N", "H", "H", "H", "H", "H"],
  "positions_angstrom": [[-0.426, -0.987, -1.090], [-1.854, -0.646, -1.412], [-2.318, -0.064, -2.353], [-2.610, -0.943, -0.345], [-0.308, -2.062, -1.453], [-0.207, -0.791, -0.056], [0.190, -0.332, -1.759], [-3.582, -0.569, -0.372], [1.838, 0.683, 1.753], [1.304, 0.935, 0.357], [2.834, 1.214, 1.961], [2.000, -0.376, 1.725], [1.019, 0.901, 2.467], [1.756, 1.754, -0.002], [0.364, 1.283, 0.578]],
  "forces_ev_per_angstrom": [[0.1, -0.7, -2.8], [-0.6, 1.1, 0.8], [0.4, -0.2, -0.6], [-3.0, 0.3, 1.2], [0.2, 1.2, 0.9], [0.1, -0.5, 0.1], [-0.3, -0.8, 0.8], [2.9, -1.0, -0.6], [0.4, 0.5, -0.9], [-0.4, 0.8, 1.6], [-1.7, -0.7, -0.1], [0.4, -0.6, 0.7], [1.0, 0.1, 0.0], [0.4, 0.5, -0.4], [0.2, -0.2, -0.7]]
}

10.
{
  "formula": "C3H9NO2",
  "method": "wB97M-V/def2-TZVPD",
  "total_charge": 1,
  "max_force_ev_per_a": 2.7,
  "spin_multiplicity": 2,
  "relative_energy_kcal_mol": 28.1,
  "homo_ev": [-15.58, -15.57],
  "orbital_gap_ev": [11.080, 6.516],
  "lumo_energy_ev": [-4.5, -9.1],
  "symbols": ["C", "N", "C", "C", "O", "H", "H", "H", "H", "H", "H", "H", "H", "H", "O"],
  "positions_angstrom": [[-0.632, -0.829, 1.073], [0.510, -0.805, 0.220], [0.214, -0.893, -1.222], [1.528, 0.174, 0.537], [-1.734, -0.828, 0.612], [-0.389, -0.630, 2.126], [0.025, -1.949, -1.463], [-0.641, -0.235, -1.422], [1.103, -0.609, -1.788], [2.512, -0.327, 0.429], [1.468, 0.976, -0.209], [1.363, 0.601, 1.523], [-1.941, 2.004, -0.816], [-1.905, 1.266, 0.355], [-1.482, 2.083, 0.044]],
  "forces_ev_per_angstrom": [[-0.7, 0.5, 1.2], [-0.4, 1.8, -1.9], [0.8, -1.2, 0.1], [0.4, -0.4, 0.3], [0.5, -0.6, 0.0], [0.0, -0.4, -0.1], [-0.5, 0.3, 0.0], [0.2, -0.3, -0.1], [-0.2, 0.2, 0.2], [-0.3, 0.3, 0.2], [0.0, -0.1, 0.0], [0.3, -0.2, 0.1], [0.5, 1.2, -0.1], [0.1, 0.3, 1.0], [-0.8, -1.5, -1.0]]
}

11.
{
  "formula": "C3H9NO2",
  "method": "wB97M-V/def2-TZVPD",
  "total_charge": 1,
  "max_force_ev_per_a": 5.5,
  "spin_multiplicity": 2,
  "relative_energy_kcal_mol": 32.5,
  "homo_ev": [-14.03, -14.03],
  "orbital_gap_ev": [9.738, 4.755],
  "lumo_energy_ev": [-4.3, -9.3],
  "symbols": ["C", "C", "N", "C", "O", "H", "H", "H", "H", "H", "H", "H", "H", "H", "O"],
  "positions_angstrom": [[-1.912, 1.908, 1.049], [-0.773, 0.873, 0.858], [-0.200, 1.115, -0.379], [0.205, 0.012, -1.122], [-0.543, -0.004, 1.683], [-2.265, 2.179, 0.050], [-1.595, 2.818, 1.583], [-2.822, 1.471, 1.488], [0.072, 2.069, -0.613], [0.236, -0.895, -0.517], [-0.463, -0.195, -1.995], [1.126, 0.159, -1.719], [3.195, -4.276, 0.514], [2.973, -3.158, -0.544], [2.768, -4.074, -0.336]],
  "forces_ev_per_angstrom": [[-0.2, -0.2, -0.6], [-3.1, 0.5, 4.5], [2.0, -1.2, -0.4], [0.7, -1.0, -1.8], [0.6, 1.3, -2.9], [0.1, 0.4, 0.0], [0.0, -0.5, -0.1], [0.8, -0.1, 0.4], [-0.4, 0.1, -0.2], [-0.1, 0.1, 0.1], [-0.3, 0.2, 0.5], [0.0, 0.4, 0.6], [-0.2, 0.2, -0.5], [0.2, -0.1, 0.2], [0.0, -0.1, 0.3]]
}

12.
{
  "formula": "C3H9NO2",
  "method": "wB97M-V/def2-TZVPD",
  "total_charge": 1,
  "max_force_ev_per_a": 8.0,
  "spin_multiplicity": 2,
  "relative_energy_kcal_mol": 45.5,
  "homo_ev": [-15.31, -13.47],
  "orbital_gap_ev": [12.117, 3.743],
  "lumo_energy_ev": [-3.2, -9.7],
  "symbols": ["C", "C", "O", "N", "H", "H", "H", "H", "H", "C", "O", "H", "H", "H", "H"],
  "positions_angstrom": [[-1.774, -1.687, 0.397], [-0.596, -1.236, 1.039], [0.366, -0.974, 0.418], [-0.733, -0.958, 2.429], [-2.469, -2.314, 0.938], [-1.559, -2.136, -0.624], [0.079, -0.689, 2.894], [-1.470, -1.136, 3.071], [-2.248, -0.739, 0.155], [1.482, 2.294, -1.858], [1.986, 0.956, -1.801], [2.849, 0.953, -1.345], [2.337, 2.897, -2.220], [0.698, 2.204, -2.612], [1.054, 2.565, -0.880]],
  "forces_ev_per_angstrom": [[-2.1, -1.1, -3.8], [-3.4, 0.1, 7.3], [4.3, 1.1, -2.0], [1.0, -0.3, -3.5], [0.2, -0.1, 0.5], [-0.2, 0.4, 1.4], [1.7, 0.7, 0.7], [-1.1, -0.7, -0.5], [-0.5, 0.2, -0.1], [0.4, -1.1, -0.7], [0.3, -0.3, 0.6], [-0.4, 0.0, -0.2], [-0.8, 0.4, 0.5], [0.0, 0.6, 0.2], [0.3, 0.3, -0.3]]
}